Record 1
The following is a quantum chemistry calculation of a molecular structure, C57H69BrN6O7S2ScSiTe, from the Open Molecules 2025 dataset.

Properties
LUMO energy (alpha / beta) ... -0.0071 / -0.0394 Ha
<S²> ... 0.759
Energy relative to the best compared isomer or geometry (same formula, charge and spin) ... 664.4 kJ/mol
DFT total energy ... -7757.29960 Eh
Highest occupied orbital energy (alpha / beta) ... -7.0811 / -7.0750 eV

Geometry as ORCA input:
```
! RIJCOSX wB97M-V def2-TZVPD def2/J DEFGRID3
* xyz 0 2
Te -4.27 0.16 -0.45
Br 2.54 0.42 0.68
Sc -0.13 0.17 0.62
S 2.19 -3.28 3.40
S -0.23 -2.88 2.38
Si 4.95 0.66 1.21
O 0.10 -1.75 1.46
O 1.01 -3.92 2.43
O -3.01 -1.26 1.77
O 2.77 -2.24 2.61
O 3.02 -4.35 3.84
O -1.38 -3.60 1.94
O 0.09 -0.42 -1.31
N -2.27 2.00 1.88
N -1.39 2.08 0.89
N -0.52 0.92 2.88
N -1.82 -0.89 5.19
N 0.43 2.28 -1.03
N -2.02 -0.19 -0.67
C 1.75 -1.66 5.46
C -0.22 -2.43 4.02
C -4.68 -2.65 0.79
C -0.98 -1.15 4.06
C 0.49 0.46 5.21
C 1.26 -0.37 5.94
C -2.81 0.05 5.03
C -8.70 0.78 -0.59
C -1.80 1.25 2.91
C -5.65 -6.16 -0.28
C 3.72 1.80 3.53
C -5.66 1.26 -3.55
C -4.71 -1.94 -0.42
C -7.20 -0.24 1.11
C 4.56 3.42 0.72
C -9.01 1.34 -1.82
C -6.38 0.51 -1.21
C -5.10 -1.96 -2.95
C -3.98 1.84 3.91
C 5.31 2.21 0.14
C 5.18 -2.20 1.04
C -6.68 1.06 -2.46
C -10.40 1.81 -2.14
C -4.99 -4.00 0.82
C 4.93 -0.32 3.89
C 6.82 2.50 0.14
C -5.02 1.77 4.81
C -4.19 -2.00 2.06
C -1.46 1.76 -5.47
C -2.25 1.54 -3.21
C -5.36 -4.68 -0.34
C -5.07 -2.62 -1.60
C -0.48 0.13 -4.00
C -1.35 0.51 -2.98
C 1.37 2.39 -1.95
C 1.47 3.46 -2.82
C -5.41 -3.97 -1.52
C 5.99 -0.93 -0.91
C 0.04 0.02 3.85
C -1.15 -0.07 -1.62
C -3.86 0.03 5.97
C -7.99 1.46 -2.75
C -7.41 0.36 -0.26
C -2.31 2.16 -4.45
C -0.52 3.22 -0.98
C -0.54 0.74 -5.25
C 0.51 4.46 -2.74
C -0.52 4.32 -1.82
C 1.14 -2.43 4.52
C 6.23 1.76 3.46
C 4.95 0.99 3.09
C 7.30 -0.88 1.22
C 5.88 -0.89 0.62
C -2.84 1.01 3.98
C 4.84 2.05 -1.32
C -4.95 0.87 5.86
C -1.53 3.05 0.06
H -8.20 1.89 -3.72
H 0.93 -0.41 3.40
H 2.80 1.25 3.37
H 6.41 -1.89 -1.21
H -4.02 2.55 3.09
H 0.55 5.32 -3.39
H -5.88 2.42 4.69
H -3.01 2.97 -4.61
H 0.25 -0.65 -3.80
H -4.67 0.99 -3.22
H 4.79 -0.08 4.95
H 0.16 1.42 5.60
H 7.86 0.02 0.94
H -5.90 0.64 -4.42
H 6.26 1.88 4.55
H -10.84 1.21 -2.94
H 3.81 2.00 4.61
H 6.25 2.76 3.02
H -4.28 -1.25 -3.07
H 5.11 -2.31 2.12
H -1.51 2.24 -6.44
H 2.73 -1.99 5.81
H -2.43 -1.87 1.28
H -5.96 -6.54 -1.26
H -5.69 -4.48 -2.43
H -1.30 5.06 -1.74
H 1.63 -0.03 6.90
H 3.49 3.23 0.79
H -8.09 -0.13 1.72
H 6.65 -0.15 -1.30
H -5.64 2.30 -3.89
H -2.32 3.78 0.19
H 7.39 1.68 -0.32
H 4.71 4.28 0.05
H -9.48 0.67 0.16
H -3.81 -0.69 6.77
H 5.48 1.37 -1.88
H -10.39 2.85 -2.48
H 7.21 2.67 1.14
H -1.97 -1.62 5.86
H 2.29 3.52 -3.53
H -5.02 -2.72 -3.74
H -2.88 1.88 -2.40
H -6.37 0.24 1.63
H 2.07 1.57 -2.01
H 4.94 3.71 1.70
H 4.88 3.03 -1.81
H -6.43 -6.38 0.44
H 5.01 -0.82 -1.39
H 3.82 1.68 -1.37
H -4.92 -4.54 1.76
H 5.76 -3.04 0.64
H -4.90 -1.29 2.49
H -4.76 -6.70 0.03
H 7.14 1.24 3.15
H 4.12 -0.97 3.57
H -1.64 -1.14 3.19
H 7.00 3.40 -0.46
H 5.87 -0.87 3.80
H 4.17 -2.25 0.64
H -5.74 0.81 6.60
H -3.97 -2.77 2.81
H -6.97 -1.30 1.03
H 7.28 -0.94 2.31
H -11.06 1.73 -1.27
H 7.84 -1.75 0.84
H 3.64 2.76 3.02
H 0.13 0.43 -6.03
H -6.04 -1.42 -3.09
*
```


Record 2
The following is a quantum chemistry calculation of C21H18O8 in the gas phase, from the Open Molecules 2025 dataset.

Properties
LUMO energy ... -0.0049 Ha
SMILES string ... CC(=O)c1cc(C)c(O)c(Cc2c(O)cc(-c3ccc(O)c(O)c3)oc2=O)c1O
Energy relative to the best compared isomer or geometry (same formula, charge and spin) ... 220.1 kJ/mol
DFT total energy ... -1412.88589 Eh
Highest occupied orbital energy ... -8.2822 eV

Geometry as ORCA input:
```
! RIJCOSX wB97M-V def2-TZVPD def2/J DEFGRID3
* xyz 0 1
O -1.65 -2.51 -0.41
O 0.43 -0.77 3.64
O -0.93 -2.52 1.76
O -4.05 0.04 -5.44
O 3.56 0.55 0.47
O 1.79 -0.35 -1.37
O 4.48 2.94 0.52
O -5.75 -2.14 -5.46
C 4.18 4.56 2.15
C -3.85 -1.02 -4.62
C 1.85 0.04 1.87
C -2.81 -0.93 -3.76
C 3.80 3.18 1.50
C 0.65 -0.92 -1.00
C -4.48 -3.14 -3.65
C 2.70 1.02 1.39
C -3.52 -2.97 -2.65
C -4.70 -2.13 -4.59
C 0.21 1.87 4.94
C 1.07 0.34 3.03
C 1.92 2.58 3.07
C -2.59 -1.85 -2.71
C -0.74 -2.27 0.54
C 1.76 -1.39 1.28
C 0.51 -1.44 0.23
C -0.32 -1.17 -2.02
C 1.08 1.61 3.68
C 2.74 2.26 1.92
C -1.47 -1.87 -1.63
H -5.59 -2.80 -6.10
H 2.70 -1.63 0.78
H 1.56 -2.24 1.94
H 4.10 4.51 3.19
H -0.01 -0.81 -3.00
H -4.88 -4.06 -3.70
H -0.73 1.37 4.88
H -0.07 -1.44 3.01
H -3.42 -3.74 -2.00
H -2.16 -0.03 -3.94
H 4.03 1.36 0.18
H 2.09 3.50 3.73
H 2.36 -0.28 -0.64
H 5.21 4.85 1.87
H -0.16 2.92 5.05
H 0.77 1.57 5.86
H -5.07 0.06 -5.55
H 3.40 5.29 1.74
*
```


Record 3
The following is a quantum chemistry calculation of 5 unconnected molecules or ions with the total composition H11O5, from the Open Molecules 2025 dataset.

Properties
LUMO energy ... -0.1096 Ha
Energy relative to the best compared isomer or geometry (same formula, charge and spin) ... 27.1 kJ/mol
DFT total energy ... -382.56774 Eh
Highest occupied orbital energy ... -16.1531 eV

Geometry as ORCA input:
```
! RIJCOSX wB97M-V def2-TZVPD def2/J DEFGRID3
* xyz 1 1
O -2.36 2.35 -1.07
O 0.20 -1.49 -1.17
O -0.35 0.86 -0.43
O 0.25 0.35 2.08
O 2.18 -2.00 0.61
H 1.15 0.03 2.18
H -0.13 0.73 0.53
H -2.98 1.62 -0.97
H 2.35 -2.59 1.34
H 0.76 -1.95 -0.50
H 0.60 -1.74 -2.01
H -2.55 2.72 -1.95
H 2.96 -2.03 0.08
H -0.29 -0.09 -0.79
H 0.25 1.18 2.55
H -1.11 1.47 -0.68
*
```


Record 4
The following is a quantum chemistry calculation of CH2N4OS in the gas phase, from the Open Molecules 2025 dataset.

Properties
LUMO energy ... 0.0123 Ha
SMILES string ... On1nnnc1S
Energy relative to the best compared isomer or geometry (same formula, charge and spin) ... 106.4 kJ/mol
DFT total energy ... -731.63611 Eh
Highest occupied orbital energy ... -9.8470 eV

Geometry as ORCA input:
```
! RIJCOSX wB97M-V def2-TZVPD def2/J DEFGRID3
* xyz 0 1
S 1.61 1.26 0.83
O -0.64 -0.68 1.60
N 0.47 0.17 -1.46
N -1.14 -1.05 -0.67
N -0.57 -0.62 -1.79
N -0.49 -0.44 0.28
C 0.56 0.22 -0.18
H 1.84 2.12 -0.29
H -1.62 -0.99 1.68
*
```